Record 1
This record from the Open Molecules 2025 dataset describes 3 unconnected molecules or ions with the total composition C22H32N4O6S. The level of theory is ωB97M-V/def2-TZVPD.

```
65
Properties=species:S:1:pos:R:3:forces:R:3
N -1.24837 -1.83600 0.37067 0.42 -0.27 -0.14
C 0.14876 -1.37408 0.17237 -1.58 -0.01 0.34
N 0.81728 -2.25446 -0.79733 0.94 0.75 0.21
N 0.75920 -1.47748 1.50274 -0.22 0.10 -0.06
C 0.03314 0.09244 -0.31940 -0.09 -1.04 -0.95
C 1.02814 0.48844 -1.41333 0.38 1.96 0.77
C 0.54276 0.46310 -2.87337 0.27 -1.14 -0.01
C -0.28569 -0.78208 -3.24110 0.80 0.10 -0.80
O -1.37522 -0.99233 -2.78443 -0.56 -0.02 0.18
C 0.33766 -1.71600 -4.27227 0.09 0.08 0.45
C 1.52387 -2.37170 -3.93482 0.35 -0.33 -0.95
C 2.15017 -3.21047 -4.86661 -0.34 0.17 0.03
C 1.58496 -3.42606 -6.12478 -0.46 0.50 0.56
C 0.37908 -2.78460 -6.43232 0.32 -0.16 0.02
C -0.24005 -1.92426 -5.52701 0.31 -0.31 0.11
O 1.17227 1.95442 -1.19488 0.04 0.68 0.93
C 2.46804 2.28846 -0.98984 -0.85 -1.50 -1.24
O 2.88815 3.18288 -0.35881 0.35 0.83 -0.03
O 3.19218 1.30767 -1.67045 0.14 0.23 1.01
C 2.52394 0.11052 -1.22818 -0.14 0.83 -1.30
N 2.92806 -0.05371 0.17762 0.22 -1.31 -1.09
C 3.98845 -0.63594 0.33100 1.07 0.42 1.00
S 5.43276 -1.18609 0.65745 -1.22 0.11 -0.33
H -1.16635 -2.80271 0.68185 -0.14 0.03 0.23
H -1.70060 -1.90578 -0.53792 -0.08 0.30 0.00
H 0.18123 -2.92229 -1.20249 -0.08 -0.12 0.05
H 1.55702 -2.73116 -0.29589 -0.06 -0.26 -0.09
H -0.03412 -1.44110 2.13874 0.10 -0.28 0.18
H 1.26578 -0.62713 1.71541 0.31 -0.13 -0.15
H 0.05346 0.78941 0.51406 0.30 -0.02 -0.07
H -0.95890 0.20435 -0.75680 0.09 0.09 0.14
H -0.03251 1.37554 -3.03822 -0.30 -0.26 0.16
H 1.40248 0.52462 -3.54723 -0.01 0.00 0.14
H 1.99372 -2.26620 -2.96678 -0.25 0.18 0.04
H 3.08037 -3.68717 -4.58164 -0.03 -0.06 -0.09
H 2.05280 -4.07811 -6.84933 0.03 0.00 0.03
H -0.07224 -2.97409 -7.39908 -0.05 0.13 0.04
H -1.16223 -1.43313 -5.80947 -0.02 0.04 0.13
H 2.85863 -0.63036 -1.95135 -0.01 -0.43 0.61
C -2.38505 4.27549 0.74902 0.18 0.10 -0.06
C -3.33990 4.04705 -0.41555 -0.17 0.00 0.05
C -2.84142 2.72102 -0.96886 0.16 -0.06 -0.08
O -2.30916 1.99041 0.13997 -0.15 0.26 0.02
C -2.18660 2.86035 1.26867 -0.12 -0.14 0.07
H -2.77036 4.95506 1.50803 -0.02 -0.02 0.00
H -1.43747 4.67635 0.38112 0.00 -0.01 0.03
H -4.36210 3.93866 -0.04453 0.01 0.00 -0.03
H -3.33008 4.84574 -1.15599 0.03 -0.01 0.00
H -2.03568 2.87232 -1.69711 -0.04 0.04 -0.04
H -3.63071 2.13543 -1.44190 0.03 -0.07 0.04
H -2.96212 2.58999 1.99414 0.03 0.05 0.05
H -1.20966 2.71494 1.73470 0.01 -0.06 -0.05
C 0.07595 -0.28402 6.85203 0.17 0.01 -0.01
C -0.62349 0.74738 5.97492 -0.15 0.02 0.08
C -0.60800 0.05898 4.61958 0.11 0.00 -0.15
O -0.66322 -1.34684 4.87139 0.02 0.09 0.07
C -0.43426 -1.59087 6.26268 -0.16 -0.05 0.00
H -0.14656 -0.18263 7.91332 -0.02 -0.01 -0.01
H 1.15845 -0.21102 6.72180 -0.01 -0.01 0.02
H -1.65317 0.88799 6.31271 0.01 0.01 -0.02
H -0.13415 1.72037 5.96263 0.02 -0.02 -0.02
H 0.32154 0.27207 4.07789 -0.02 0.10 0.01
H -1.45083 0.34789 3.98920 0.00 -0.08 -0.04
H -1.38481 -1.88780 6.71881 0.04 -0.01 0.07
H 0.27478 -2.41170 6.37456 -0.01 -0.02 -0.08
```
Positions in Å, forces in eV/Å.

Summary:
- Net charge: 0
- SMILES string: NC(N)(N)C[C@@]1(CC(=O)c2ccccc2)OC(=O)O[C@H]1N=C=S.C1CCOC1.C1CCOC1
- Gap between HOMO and LUMO: 9.36 eV


Record 2
This record from the Open Molecules 2025 dataset describes a molecular structure, C47H46As3N2SSeV. The level of theory is ωB97M-V/def2-TZVPD.

```
101
Properties=species:S:1:pos:R:3:forces:R:3
V -0.76237 -0.47821 -0.41462 -0.24 0.33 -1.13
C -3.29893 -2.33901 2.62295 0.14 0.69 0.05
C -2.59253 -1.39120 1.89523 -0.14 -0.17 0.20
N -1.86021 -1.68484 0.80669 -0.04 -0.60 -0.01
C -1.88048 -2.99962 0.40630 0.51 0.07 -0.85
C -2.57603 -4.00103 1.07847 -0.32 -0.49 0.25
C -3.28526 -3.65557 2.22625 -0.09 -0.59 -0.06
C -2.56523 -5.34598 0.54504 -0.11 0.23 0.30
C -1.94103 -5.62706 -0.60586 0.27 0.10 -0.37
C -1.25082 -4.59067 -1.34471 0.05 -0.56 -0.13
C -0.66651 -4.80076 -2.59295 -0.24 -0.57 0.21
C -0.10414 -3.73448 -3.25353 0.22 0.71 -0.12
C -0.09265 -2.48339 -2.64371 0.21 -0.39 -0.51
N -0.58376 -2.25876 -1.43097 -0.13 0.00 0.47
C -1.19232 -3.30374 -0.80860 -0.54 0.22 0.90
H -3.85587 -2.01958 3.49395 0.01 0.01 -0.04
H -2.62459 -0.35736 2.19658 0.03 0.13 0.05
H -3.83576 -4.41400 2.77542 0.07 0.09 -0.07
H -3.09938 -6.11968 1.08371 0.01 0.06 0.03
H -1.96090 -6.63110 -1.01298 0.03 0.05 -0.03
H -0.69440 -5.78851 -3.04422 0.01 0.12 0.06
H 0.31204 -3.84566 -4.24652 -0.01 0.02 0.04
H 0.29596 -1.61541 -3.15001 0.06 0.09 -0.10
C -0.06898 1.14107 2.82908 0.12 -0.29 -0.16
C 0.37390 -0.32605 2.96486 -0.08 0.29 -0.12
As 1.17726 -0.96511 1.29189 -0.21 -0.09 0.41
C 2.96741 -0.29048 1.56391 0.17 0.02 -0.18
C 3.69775 -0.71889 2.67153 0.14 0.05 -0.08
C 4.97108 -0.21892 2.89754 0.01 0.03 -0.04
C 5.52138 0.71637 2.02522 -0.06 -0.03 0.02
C 4.79665 1.14651 0.92355 -0.05 -0.05 0.04
C 3.52115 0.63804 0.68966 0.19 0.04 0.20
C 1.44092 -2.85548 1.61027 -0.09 -0.04 0.00
C 2.45039 -3.52970 0.92707 -0.06 -0.24 0.08
C 2.54467 -4.91431 1.00631 -0.06 0.05 0.04
C 1.62554 -5.63590 1.76327 0.06 0.06 -0.04
C 0.62276 -4.96649 2.44895 0.01 0.08 0.00
C 0.52885 -3.57961 2.37056 0.08 -0.16 0.03
As -0.92704 1.59352 1.08663 0.21 0.39 0.51
C -2.56704 2.38868 1.73952 -0.08 -0.02 0.03
C -3.80358 1.83893 1.43236 -0.15 0.13 0.08
C -4.96382 2.39117 1.97306 0.06 -0.02 -0.05
C -4.88455 3.49163 2.81366 0.04 -0.02 0.00
C -3.64455 4.04930 3.11342 -0.02 -0.03 -0.03
C -2.48922 3.49920 2.57900 -0.16 0.02 0.02
C 0.02451 3.19896 0.55956 0.03 -0.15 -0.08
C 1.36929 3.39420 0.85074 -0.01 0.24 -0.08
C 2.03149 4.51280 0.35575 -0.10 -0.01 -0.05
C 1.35099 5.43060 -0.43786 0.02 -0.06 0.06
C 0.01072 5.22454 -0.73978 0.00 -0.03 0.03
C -0.65129 4.10790 -0.24674 0.03 0.06 -0.12
H 0.78332 1.80439 2.94023 0.12 0.07 0.03
H -0.77733 1.39758 3.60930 -0.12 0.06 0.12
H -0.46910 -0.97037 3.19087 -0.14 -0.03 0.00
H 1.09379 -0.43939 3.77153 0.10 -0.01 0.06
H 3.28391 -1.45223 3.35232 -0.03 -0.04 0.01
H 5.53712 -0.56001 3.75535 -0.01 0.03 -0.02
H 6.51118 1.11183 2.21206 0.00 -0.01 0.00
H 5.21738 1.88774 0.25274 -0.01 -0.03 0.03
H 2.93705 0.99161 -0.14614 -0.07 0.06 -0.08
H 3.17840 -2.97989 0.34508 0.05 0.06 -0.06
H 3.33784 -5.43215 0.48109 -0.02 0.02 0.01
H 1.69864 -6.71601 1.82496 0.00 0.08 -0.01
H -0.09125 -5.52090 3.04761 0.03 0.04 -0.03
H -0.25879 -3.07316 2.91458 -0.05 -0.02 -0.01
H -3.86709 0.99670 0.75466 -0.02 -0.05 -0.04
H -5.92855 1.96299 1.72495 0.06 0.02 0.02
H -5.78674 3.91894 3.23618 0.06 -0.02 -0.04
H -3.58002 4.91659 3.75986 0.00 -0.05 -0.02
H -1.53136 3.94635 2.80909 0.08 0.02 0.01
H 1.91963 2.68954 1.45587 0.04 -0.07 0.06
H 3.07810 4.66521 0.59259 -0.04 0.01 0.01
H 1.86284 6.30811 -0.81512 -0.01 -0.05 0.01
H -0.52653 5.93064 -1.36149 0.03 -0.03 0.01
H -1.69123 3.94484 -0.51030 0.01 0.01 0.03
Se -2.80199 -0.02931 -1.74980 0.24 0.17 0.12
C -2.82618 1.79037 -2.39457 0.13 0.24 0.04
C -3.76447 2.70686 -1.92218 -0.07 0.05 0.01
C -3.78720 4.01937 -2.39062 0.05 -0.11 0.04
C -2.86680 4.43945 -3.34217 0.01 -0.11 0.02
C -1.93733 3.52880 -3.83230 -0.03 -0.06 0.08
C -1.92239 2.21721 -3.36886 -0.07 0.05 0.03
H -4.49460 2.39382 -1.18745 0.00 0.00 0.00
H -4.52715 4.71301 -2.00627 0.02 -0.06 -0.02
H -2.88564 5.45805 -3.71291 0.01 -0.06 0.03
H -1.21939 3.84160 -4.58214 -0.03 -0.03 0.01
H -1.20627 1.51148 -3.76413 0.05 -0.01 -0.02
C 3.88939 1.60871 -2.95819 0.09 0.14 0.01
As 2.49550 0.30392 -2.98022 -0.15 -0.04 0.01
C 3.35974 -1.32547 -2.49175 0.11 -0.21 0.06
C 2.00774 0.15267 -4.82247 -0.05 -0.04 -0.13
S 0.88668 0.95849 -1.79297 -0.09 0.21 -0.03
H 4.53147 1.45950 -3.82601 0.01 0.02 0.03
H 4.46942 1.49739 -2.04498 0.01 0.03 0.02
H 3.42916 2.59280 -2.99038 0.03 0.07 0.00
H 4.24830 -1.43906 -3.11458 -0.03 -0.03 0.03
H 2.69256 -2.17135 -2.63174 -0.04 -0.05 0.02
H 3.64876 -1.24758 -1.44652 0.05 -0.04 0.07
H 2.82803 -0.28691 -5.38729 0.00 -0.02 -0.03
H 1.79905 1.15431 -5.18842 -0.05 0.05 -0.06
H 1.11095 -0.45389 -4.91390 -0.02 -0.03 -0.06
```
Positions in Å, forces in eV/Å.

Summary:
- Net charge: +1
- Multiplicity: 2
- Gap between HOMO and LUMO (spin up / spin down): 7.05 / 5.05 eV


Record 3
This record from the Open Molecules 2025 dataset describes 2 unconnected molecules or ions with the total composition C2H8NO2. The level of theory is ωB97M-V/def2-TZVPD.

```
13
Properties=species:S:1:pos:R:3:forces:R:3
C 2.12806 0.60281 1.47980 1.48 -0.67 1.15
O 0.91983 0.00302 1.50136 -1.37 -0.85 -0.66
H 2.31014 1.02611 0.53143 0.76 0.36 -1.67
H 2.17483 1.51825 2.12429 0.16 -0.90 0.32
H 2.93664 -0.20665 1.71947 -0.52 1.72 -0.13
N -2.44428 -0.75345 -1.47176 1.03 -0.74 -1.47
C -1.12526 0.04942 -1.12466 -1.90 0.05 -0.10
O -0.42195 -0.82673 -0.43245 2.20 0.40 -0.22
H -2.12914 -1.79999 -1.71735 -0.45 3.19 0.84
H -2.80741 -0.84056 -0.53870 -0.30 -0.34 0.36
H -0.74317 0.60632 -2.07868 -0.04 -1.48 0.70
H -1.46154 1.00064 -0.52712 -0.05 -1.25 -0.38
H 0.66323 -0.37918 0.53436 -1.00 0.50 1.26
```
Positions in Å, forces in eV/Å.

Summary:
- Net charge: -1
- Gap between HOMO and LUMO: 7.54 eV


Record 4
This record from the Open Molecules 2025 dataset describes 2 unconnected molecules or ions with the total composition C5H8N2O. The level of theory is ωB97M-V/def2-TZVPD.

```
16
Properties=species:S:1:pos:R:3:forces:R:3
C 1.57791 -1.07531 -0.22591 1.56 -0.61 -3.11
C -0.97542 1.34230 -1.22215 0.73 0.26 0.41
N 1.24849 -0.74236 -1.43462 0.80 -0.25 1.60
C -0.37695 -0.06029 0.72819 -4.24 1.12 -0.78
C -0.89163 -0.96952 1.58365 1.02 0.06 -0.88
O -0.99953 0.07449 -0.57660 0.72 -0.90 2.05
C 0.16959 1.13814 1.29156 0.77 0.10 -0.19
N 0.66506 2.07358 1.73653 -0.06 0.12 0.06
H 0.77260 -1.48123 -1.95016 -0.11 -0.11 0.31
H 2.28061 -0.41787 0.27376 -0.40 0.34 0.45
H 1.55866 -2.10293 0.13948 -0.51 0.07 0.23
H -1.42422 2.12214 -0.59349 0.07 -0.14 -0.10
H 0.06322 1.60393 -1.47176 -0.33 0.07 -0.04
H -1.55871 1.23312 -2.13136 0.01 -0.11 0.01
H -0.70679 -0.89652 2.64052 0.35 -0.06 0.10
H -1.40289 -1.84166 1.21237 -0.36 0.05 -0.11
```
Positions in Å, forces in eV/Å.

Summary:
- Net charge: 0
- SMILES string: C=C(C#N)OC.C=N
- Gap between HOMO and LUMO: 9.49 eV


What energy relative to the best compared isomer or geometry (same formula, charge and spin) values result from the calculations? In sequence: 3.708, 0.000, 1.519, 3.980 eV.